(1)
ORCA calculation (ωB97M-V with the def2-TZVPD basis set) on a molecular structure, C44H52Cl2IN5O5P2S3Si2Zr at a distorted geometry.

```
117
Properties=species:S:1:pos:R:3:forces:R:3
Zr -1.5189 -0.0699 0.9548 0.8 -0.6 1.0
C 1.5930 -0.1507 5.1905 0.5 1.4 0.6
Si -0.0879 -0.3497 4.4618 -0.8 0.5 -1.5
C -0.6503 -2.1187 4.8490 0.0 -1.3 0.5
C -1.2614 0.7768 5.4616 0.8 -1.0 1.5
N 0.0177 -0.1462 2.6814 0.3 0.6 -0.5
P 1.2211 0.1812 1.5912 -0.1 -1.7 0.5
C 0.4757 -0.1796 0.0495 0.9 0.9 0.2
P 1.2810 -0.8061 -1.3913 -0.4 -2.5 1.1
N 1.6770 -2.3409 -1.3108 -0.4 -1.4 -0.6
Si 1.3617 -3.8734 -2.1435 -0.7 2.5 1.2
C 3.0011 -4.3926 -2.7612 2.1 -0.8 0.6
C 0.0154 -3.7453 -3.4312 -0.9 0.3 -0.1
C 0.7167 -5.3576 -1.1362 -0.1 -0.4 -0.1
C 0.3411 -0.6128 -2.9544 0.8 -0.2 1.8
C -1.0275 -0.5273 -2.9400 -1.2 -0.1 -0.3
C -1.6727 -0.1270 -4.1258 -1.1 -0.2 1.2
C -0.9345 0.0706 -5.2670 -0.8 0.6 -1.2
C 0.4288 -0.2186 -5.2766 0.1 0.2 -0.9
C 1.0807 -0.6456 -4.1161 -0.7 1.5 -1.6
C 2.8383 0.0521 -1.7518 1.5 1.5 0.2
C 4.0575 -0.3955 -1.1978 -0.2 0.7 -1.1
C 5.2790 0.2161 -1.5592 0.4 -1.3 0.4
C 5.3278 1.3384 -2.3529 0.1 1.2 -0.5
C 4.1295 1.8418 -2.8578 -0.3 -1.1 1.0
C 2.9345 1.2048 -2.5608 -1.3 0.0 -0.4
C 2.6213 -0.9659 2.1228 -1.2 0.7 -0.4
C 2.2316 -2.2593 2.4307 -0.5 -1.0 0.0
C 3.1898 -3.1630 2.8731 -1.1 -0.7 -0.2
C 4.4805 -2.8274 3.1857 0.6 1.1 0.4
C 4.8274 -1.5044 2.9769 1.0 1.7 -0.8
C 3.9233 -0.5828 2.3466 1.6 -1.3 0.4
C 2.1181 1.8011 1.7743 -0.7 0.7 -1.1
C 2.0335 2.7308 0.6833 0.7 0.1 1.0
C 2.8964 3.8532 0.7202 -0.8 -1.0 0.2
C 3.7964 3.9961 1.7637 -0.1 0.2 -0.7
C 3.8106 3.1510 2.8439 0.3 0.1 0.6
C 2.9439 2.0863 2.8868 -0.4 -1.1 -0.5
H 1.5283 -0.5830 6.1823 0.3 -0.3 0.3
H 1.8940 0.9112 5.3478 -0.5 -0.5 -0.1
H 2.3803 -0.5851 4.6043 0.4 -0.6 0.0
H -0.0107 -2.6102 5.6559 -0.7 0.7 -0.8
H -0.6183 -2.8265 3.9867 0.0 0.7 0.4
H -1.7102 -2.1382 5.2032 0.8 0.1 -0.2
H -2.2889 0.4336 5.2870 0.1 0.3 0.1
H -1.1533 1.8561 5.3451 -0.1 -0.5 -0.1
H -0.9753 0.5187 6.5587 -0.6 0.2 -1.4
H 3.4185 -3.9837 -3.6790 -0.3 0.1 -0.2
H 3.1017 -5.4908 -2.7793 -0.1 0.2 -0.3
H 3.7417 -4.0848 -1.9718 -0.7 -0.1 -0.5
H 0.1057 -2.9505 -4.2056 -0.1 -0.6 0.6
H -0.9508 -3.5933 -2.8248 1.2 -0.3 -1.1
H 0.0090 -4.7252 -3.9434 -0.4 0.3 0.2
H 0.4858 -6.2859 -1.7270 0.4 0.9 0.0
H -0.2656 -5.0919 -0.6817 0.9 -0.1 0.3
H 1.5361 -5.6476 -0.4457 -0.8 0.2 0.2
H -1.5978 -0.8250 -2.0240 0.6 0.8 -1.0
H -2.7528 0.1491 -4.0754 0.9 -0.6 -0.2
H -1.4756 0.4782 -6.1802 1.0 -0.6 1.1
H 0.9384 0.0348 -6.2229 0.1 -0.6 0.6
H 2.1426 -0.8147 -4.1519 0.2 -0.1 0.3
H 4.0296 -1.2531 -0.5638 0.1 -0.6 0.3
H 6.2413 -0.3044 -1.3480 -0.9 0.6 0.4
H 6.2714 1.8919 -2.5579 -0.6 -0.8 0.1
H 4.0489 2.6839 -3.4823 0.3 1.1 -0.7
H 2.0117 1.6125 -3.0536 0.9 -0.4 0.7
H 1.1689 -2.6104 2.3362 1.2 0.6 -0.2
H 2.8929 -4.1836 2.9573 -0.3 -0.7 0.3
H 5.1917 -3.5212 3.6464 -0.4 0.1 -0.3
H 5.8676 -1.1399 3.2206 -1.2 -0.4 -0.3
H 4.2936 0.3747 1.9877 0.0 -0.2 0.3
H 1.3316 2.6133 -0.1698 0.5 -0.3 0.8
H 2.8338 4.6179 -0.0393 0.1 -0.1 -0.3
H 4.5486 4.7459 1.7014 0.3 0.8 0.0
H 4.5379 3.3302 3.6394 -0.3 -0.2 -0.1
H 3.0455 1.3506 3.6949 -0.3 0.5 -0.4
O -5.3457 2.9964 -2.6217 -0.5 -0.3 0.0
C -5.7763 2.1833 -1.6693 -0.2 0.2 1.0
C -7.1149 2.2666 -1.2104 -0.3 0.4 0.2
C -7.5922 1.4833 -0.1399 0.0 -0.3 -0.4
C -6.7527 0.4624 0.3158 1.4 -0.6 -0.8
C -5.4388 0.2462 -0.2462 -1.0 0.4 1.7
C -4.8755 1.2672 -0.9868 -0.8 0.5 -2.4
C -3.4458 1.3733 -1.3292 0.1 -1.2 1.0
O -2.6286 0.6892 -0.5579 -0.9 1.1 -2.0
N -3.1625 2.1797 -2.3387 0.4 -0.7 1.2
N -1.8743 2.4557 -2.6369 2.4 2.7 -0.9
C -1.6233 3.7119 -2.9444 -1.3 -2.6 1.0
S -0.0744 4.2706 -3.4861 0.5 -1.1 -0.5
C -0.3591 6.0280 -3.3643 0.9 0.3 2.1
C -1.8338 6.3766 -3.2325 -0.4 0.4 -1.9
S -2.8340 4.9649 -2.7716 -0.6 -0.1 0.0
H -4.2298 2.6823 -2.7660 -0.9 0.5 0.4
H -7.7396 3.0539 -1.6586 0.3 -0.5 0.1
H -8.6574 1.5787 0.2686 1.8 0.0 -0.6
H -7.0143 -0.1887 1.1268 -0.4 -0.3 0.1
H -4.8459 -0.6573 0.0014 -0.5 0.8 0.2
H 0.2452 6.4462 -4.1667 -0.6 0.4 -0.2
H 0.1280 6.3362 -2.4122 -0.1 0.0 -0.6
H -2.1972 6.8472 -4.1691 0.0 -0.6 0.2
H -2.0833 7.1077 -2.4972 0.5 0.6 0.8
I -3.5136 -1.0357 2.7460 -0.7 0.2 0.8
Cl -5.5772 -7.8543 2.7898 -1.2 -0.1 0.2
C -3.9519 -7.9242 2.2529 1.6 0.7 0.4
Cl -3.2174 -9.5213 2.4421 0.0 -0.5 -0.3
H -3.3527 -7.3096 2.9278 -0.2 0.1 -0.3
H -3.8412 -7.5509 1.2386 -0.1 -0.3 0.0
C -0.7569 4.2125 1.6704 0.0 2.0 -0.4
C -1.1213 2.8828 2.3312 -0.1 0.4 0.0
O -0.9564 2.7988 3.5388 -0.1 0.0 -0.6
O -1.5737 1.9627 1.5344 0.1 0.3 0.2
H -1.3020 5.1125 2.1375 0.2 -1.6 -0.6
H -0.8824 4.2727 0.5351 0.3 -0.3 1.6
H 0.2757 4.4825 1.9970 -0.5 -0.5 -0.6
O -3.9789 -3.2939 -0.8526 0.0 1.4 0.3
S -2.6197 -3.3135 -0.2900 2.0 -1.2 1.1
N -1.7993 -2.3762 0.5534 -1.5 0.6 -2.0
```
Forces are in eV/Å.

For the LUMO energy, the calculation gives 3.232 eV. As for the total charge: -2. The value obtained for the total energy is -6079.49173 Ha. The calculation puts the strongest force on any atom at 3.69 eV/Å. Its energy relative to the best compared isomer or geometry (same formula, charge and spin) is 40.7 kJ/mol.

(2)
ORCA calculation (ωB97M-V with the def2-TZVPD basis set) on a molecular structure, C3H8N2OS at a distorted geometry.

```
15
Properties=species:S:1:pos:R:3:forces:R:3
C -1.9772 1.2240 -0.1434 1.9 -0.9 -3.7
C -1.7615 -1.2234 -0.1250 -2.2 1.7 0.4
C 1.0917 0.2304 -1.1052 -1.2 -5.4 1.2
N -0.8720 1.2843 0.6676 1.9 -0.5 2.7
N -0.5755 -1.3650 0.2137 2.5 0.5 1.1
O -2.4894 -0.1273 -0.3495 -0.3 0.8 -0.2
S 0.2301 0.1710 0.6159 -1.3 0.1 -2.7
H -2.7766 1.7429 0.2851 -1.2 1.0 0.3
H -1.6392 1.6056 -1.2013 -1.3 -0.4 1.3
H -2.5224 -1.9599 -0.1160 0.1 -1.8 -0.4
H 2.8887 -0.5792 1.8657 1.2 1.5 0.5
H 0.9248 -0.9013 -1.5107 0.9 2.7 1.0
H 0.6403 0.8003 -1.8216 -1.6 2.0 -1.4
H 2.0983 0.4735 -1.0044 1.7 0.3 0.3
H 3.3802 0.0344 2.0544 -1.2 -1.5 -0.5
```
Forces are in eV/Å.

For the LUMO energy, the calculation gives 0.862 eV. As for the total charge: 0. The value obtained for the total energy is -701.88616 Ha. The calculation puts the strongest force on any atom at 5.62 eV/Å. Its energy relative to the best compared isomer or geometry (same formula, charge and spin) is 502.4 kJ/mol.

Record order is preserved below.
HOMO: -2.5 -8.6 eV